Record 1
# C17H47BIN13O11P

A cluster of 7 separate species, C17H47BIN13O11P in total (ωB97M-V with the def2-TZVPD basis set, OMol25).

The calculation puts the HOMO energy at -4.1 eV. Its spin multiplicity is 1. As for the net charge: -1. As for the frontier orbital gap: 0.2246 Eh.

Positions of all 91 atoms, in Å:
C (4.820, 0.716, 4.308)
C (4.735, 1.134, 2.692)
C (3.157, 0.890, 2.188)
O (2.842, -0.494, 2.532)
C (1.465, -0.887, 2.079)
C (1.620, -1.413, 0.557)
O (1.088, -2.608, 0.173)
O (2.418, -0.766, -0.538)
N (0.472, 0.103, 2.457)
B (0.084, 0.190, 3.910)
O (1.078, 0.857, 4.824)
O (-1.129, -0.340, 4.559)
C (-1.908, 0.703, 5.242)
C (-0.479, 0.672, 1.489)
I (0.428, 2.029, -0.039)
C (-1.583, -0.335, 0.809)
C (-2.884, -0.672, 1.761)
P (1.110, -2.484, 3.146)
C (2.460, -3.812, 2.824)
C (-0.635, -3.173, 2.820)
H (5.555, 1.450, 4.895)
H (5.271, -0.371, 4.466)
H (3.763, 0.766, 4.835)
H (5.502, 0.444, 2.140)
H (4.994, 2.278, 2.658)
H (3.156, 1.155, 1.051)
H (2.534, 1.709, 2.767)
H (1.123, 1.833, 4.525)
H (-1.273, 1.584, 5.689)
H (-2.477, 0.210, 6.162)
H (-2.752, 1.174, 4.554)
H (-1.152, 1.446, 2.109)
H (-2.021, 0.253, -0.133)
H (-1.163, -1.339, 0.392)
H (-2.963, -0.025, 2.732)
H (-2.919, -1.835, 1.943)
H (-3.865, -0.425, 1.127)
H (3.018, -3.584, 1.796)
H (3.256, -3.891, 3.686)
H (1.924, -4.866, 2.669)
H (-1.031, -3.058, 1.725)
H (-0.657, -4.344, 3.050)
H (-1.470, -2.715, 3.533)
C (-4.735, -2.372, -1.194)
O (-4.901, -1.600, -0.263)
N (-4.044, -2.039, -2.300)
N (-5.228, -3.623, -1.199)
H (-3.897, -2.661, -3.077)
H (-3.655, -1.106, -2.337)
H (-5.755, -3.913, -0.385)
H (-5.102, -4.273, -1.957)
C (-2.950, 5.651, 0.361)
O (-3.645, 6.646, 0.485)
N (-3.191, 4.508, 1.028)
N (-1.879, 5.608, -0.453)
H (-2.630, 3.677, 0.939)
H (-3.988, 4.497, 1.651)
H (-1.662, 6.447, -0.973)
H (-1.295, 4.797, -0.568)
C (-2.064, 0.594, -4.363)
O (-2.793, -0.386, -4.348)
N (-1.167, 0.819, -5.340)
N (-2.092, 1.536, -3.403)
H (-0.559, 1.619, -5.370)
H (-1.114, 0.134, -6.083)
H (-2.752, 1.405, -2.648)
H (-1.499, 2.349, -3.397)
C (3.650, -7.283, 4.110)
O (2.955, -6.287, 4.234)
N (3.409, -8.426, 4.777)
N (4.721, -7.326, 3.296)
H (3.970, -9.256, 4.688)
H (2.612, -8.436, 5.400)
H (4.938, -6.486, 2.776)
H (5.305, -8.137, 3.181)
C (2.622, 2.907, -4.906)
O (1.624, 3.437, -4.444)
N (3.025, 3.098, -6.176)
N (3.409, 2.086, -4.188)
H (3.844, 2.671, -6.574)
H (2.460, 3.709, -6.751)
H (3.141, 1.916, -3.227)
H (4.235, 1.641, -4.551)
C (-1.846, 4.248, -7.909)
O (-0.643, 4.333, -8.103)
N (-2.524, 3.095, -8.047)
N (-2.599, 5.300, -7.541)
H (-3.514, 3.005, -7.892)
H (-1.994, 2.279, -8.323)
H (-2.127, 6.187, -7.427)
H (-3.591, 5.249, -7.378)

These are the Mulliken partial charges, in e, on atoms 1 to 5: number 1, C, carries -0.6822; number 2, C, carries -0.5498; number 3, C, carries 0.0903; number 4, O, carries -0.1679; number 5, C, carries 0.0401



Record 2
# C17H48N4O5

A cluster of 5 separate species, C17H48N4O5 in total (ωB97M-V with the def2-TZVPD basis set, OMol25).

The calculation puts the HOMO energy at -9.1 eV. Its spin multiplicity is 1. The structure (SMILES) is COC[C@H](C)N.COC[C@H](C)N.COC[C@H](C)N.COC[C@H](C)N.CO. As for the frontier orbital gap: 0.3606 Eh. The calculation puts the energy above the lowest of the compared OMol25 structures with the same formula, charge and spin at 0.936 eV.

Positions of all 74 atoms, in Å:
C (-6.421, -21.597, -1.242)
O (-6.362, -22.958, -1.615)
C (-6.474, -23.846, -0.527)
C (-7.034, -25.186, -1.019)
C (-7.309, -26.207, 0.081)
N (-6.198, -25.772, -2.116)
H (-7.276, -21.378, -0.602)
H (-6.509, -20.970, -2.132)
H (-5.447, -21.316, -0.821)
H (-5.496, -23.920, -0.032)
H (-7.209, -23.520, 0.227)
H (-7.965, -24.954, -1.546)
H (-7.103, -25.829, 1.087)
H (-6.696, -27.095, -0.056)
H (-8.357, -26.502, 0.082)
H (-5.214, -25.602, -1.891)
H (-6.310, -25.104, -2.878)
C (-11.979, -22.554, -8.333)
O (-10.729, -23.214, -8.222)
C (-10.839, -24.614, -8.124)
C (-11.307, -25.111, -6.748)
C (-10.794, -24.252, -5.588)
N (-10.999, -26.530, -6.595)
H (-12.597, -22.893, -9.173)
H (-11.744, -21.499, -8.462)
H (-12.599, -22.724, -7.446)
H (-11.382, -25.123, -8.926)
H (-9.806, -24.980, -8.222)
H (-12.403, -25.080, -6.716)
H (-10.976, -23.190, -5.753)
H (-9.707, -24.381, -5.537)
H (-11.208, -24.518, -4.617)
H (-10.003, -26.740, -6.667)
H (-11.171, -26.807, -5.631)
C (-6.703, -20.736, -12.225)
O (-7.818, -21.554, -11.925)
C (-8.199, -21.533, -10.576)
C (-7.345, -22.440, -9.693)
C (-7.426, -23.885, -10.131)
N (-7.780, -22.289, -8.287)
H (-6.597, -20.747, -13.310)
H (-5.833, -21.154, -11.712)
H (-6.853, -19.675, -11.993)
H (-8.260, -20.512, -10.167)
H (-9.246, -21.835, -10.457)
H (-6.299, -22.134, -9.666)
H (-7.012, -24.074, -11.119)
H (-8.436, -24.302, -10.082)
H (-6.860, -24.503, -9.425)
H (-7.764, -21.275, -8.142)
H (-8.775, -22.447, -8.109)
C (-1.998, -17.796, -7.898)
O (-3.093, -18.659, -7.681)
C (-2.738, -20.017, -7.510)
C (-3.810, -20.911, -8.064)
C (-3.645, -22.328, -7.531)
N (-3.832, -20.968, -9.529)
H (-1.709, -17.251, -6.988)
H (-2.292, -16.961, -8.546)
H (-1.170, -18.335, -8.357)
H (-1.802, -20.291, -8.012)
H (-2.542, -20.255, -6.456)
H (-4.815, -20.607, -7.759)
H (-4.274, -23.034, -8.073)
H (-3.853, -22.492, -6.471)
H (-2.611, -22.686, -7.632)
H (-3.026, -21.424, -9.939)
H (-3.890, -20.030, -9.909)
C (-6.998, -23.266, -5.023)
O (-6.965, -24.241, -6.046)
H (-5.976, -23.185, -4.630)
H (-7.257, -22.290, -5.436)
H (-7.594, -23.552, -4.154)
H (-7.345, -23.866, -6.851)

These are the Mulliken partial charges, in e, on atoms 1 to 5: number 1, C, carries -0.8130; number 2, O, carries -0.1112; number 3, C, carries -0.8709; number 4, C, carries 0.5641; number 5, C, carries -1.3391



Record 3
# C17H49AsCl4F6O18P3

A structure of composition C17H49AsCl4F6O18P3 (ωB97M-V with the def2-TZVPD basis set, OMol25).

The calculation puts the HOMO energy at -7.9 eV. Its spin multiplicity is 1. As for the net charge: -1. As for the frontier orbital gap: 0.3698 Eh. The calculation puts the energy above the lowest of the compared OMol25 structures with the same formula, charge and spin at 0.000 eV.

Positions of all 98 atoms, in Å:
As (-0.756, 1.252, -1.112)
F (0.209, 1.596, 0.299)
F (0.369, 2.123, -2.140)
F (-1.698, 0.907, -2.505)
F (-1.833, 0.396, -0.070)
F (-1.560, 2.750, -0.816)
F (0.178, -0.177, -1.359)
C (2.457, -4.916, -5.983)
O (2.797, -3.674, -5.365)
P (4.129, -3.557, -4.525)
O (5.339, -3.917, -5.263)
O (4.102, -2.072, -3.999)
C (2.867, -1.348, -3.914)
O (3.833, -4.503, -3.289)
C (4.877, -4.747, -2.329)
H (2.150, -4.701, -7.003)
H (1.636, -5.374, -5.434)
H (3.311, -5.594, -5.981)
H (3.121, -0.310, -3.711)
H (2.195, -1.668, -3.121)
H (2.317, -1.407, -4.851)
H (5.314, -5.698, -2.631)
H (4.449, -4.866, -1.337)
H (5.601, -3.936, -2.345)
C (-1.736, -2.225, 5.346)
O (-3.059, -1.735, 5.029)
P (-3.772, -2.262, 3.719)
O (-3.578, -3.693, 3.485)
O (-5.261, -1.781, 3.972)
C (-6.281, -2.390, 3.172)
O (-3.199, -1.359, 2.552)
C (-3.627, 0.018, 2.483)
H (-1.076, -1.376, 5.533)
H (-1.324, -2.804, 4.527)
H (-1.859, -2.732, 6.301)
H (-6.225, -1.987, 2.160)
H (-7.263, -2.224, 3.610)
H (-6.176, -3.477, 3.157)
H (-3.620, 0.425, 3.498)
H (-4.574, 0.130, 1.960)
H (-2.864, 0.600, 1.975)
C (0.869, 2.095, 6.413)
O (-0.042, 2.181, 5.316)
P (-0.031, 3.533, 4.498)
O (-0.397, 4.752, 5.200)
O (-0.945, 3.097, 3.301)
C (-1.470, 4.048, 2.357)
O (1.433, 3.640, 3.880)
C (1.915, 2.591, 3.030)
H (0.865, 3.013, 7.003)
H (1.877, 2.065, 5.980)
H (0.714, 1.211, 7.017)
H (-0.656, 4.373, 1.712)
H (-1.895, 4.911, 2.875)
H (-2.286, 3.538, 1.856)
H (2.877, 2.256, 3.415)
H (2.050, 2.967, 2.017)
H (1.236, 1.741, 2.951)
C (2.550, 4.704, -3.198)
C (1.839, 5.227, -1.970)
O (0.468, 4.846, -1.992)
O (2.089, 5.313, -4.400)
H (2.311, 3.638, -3.283)
H (3.622, 4.887, -3.141)
H (1.820, 6.316, -1.912)
H (2.334, 4.810, -1.084)
H (0.410, 3.889, -2.152)
H (1.155, 5.530, -4.316)
C (4.136, -0.341, 0.721)
C (3.249, 0.139, -0.404)
O (3.056, 1.562, -0.256)
O (5.455, 0.164, 0.628)
H (4.105, -1.432, 0.683)
H (3.669, -0.003, 1.653)
H (2.254, -0.287, -0.271)
H (3.681, -0.105, -1.378)
H (2.109, 1.722, -0.363)
H (5.424, 1.100, 0.848)
C (-2.833, -2.362, -2.869)
C (-3.735, -1.887, -1.757)
O (-3.083, -2.077, -0.479)
O (-2.680, -3.781, -2.852)
H (-1.850, -1.891, -2.802)
H (-3.321, -2.055, -3.801)
H (-4.643, -2.490, -1.652)
H (-3.984, -0.828, -1.878)
H (-2.903, -1.219, -0.085)
H (-2.957, -4.083, -1.981)
C (0.489, -2.941, 0.234)
Cl (0.900, -2.147, 1.793)
Cl (1.813, -3.988, -0.282)
H (-0.383, -3.538, 0.462)
H (0.342, -2.167, -0.507)
C (-4.395, 3.214, -1.678)
Cl (-5.189, 1.638, -1.633)
Cl (-5.608, 4.512, -2.013)
H (-4.072, 3.465, -0.681)
H (-3.663, 3.247, -2.469)

These are the Mulliken partial charges, in e, on atoms 1 to 5: number 1, As, carries 2.3321; number 2, F, carries -0.4576; number 3, F, carries -0.7256; number 4, F, carries -0.4942; number 5, F, carries -0.2474